# 1
Molecular formula: C6H7BrN2
Method: DFT, ωB97M-V/def2-TZVPD

LUMO level (spin up / spin down): -0.4 / -0.4 eV
highest occupied orbital energy (spin up / spin down): -0.30935 / -0.30925 Ha

Each line ends with the Mulliken charge.
Element x y z (Å)
C 2.145547 1.640654 -0.066889  0.48
C 0.223171 0.070295 -0.260231  0.30
C -0.102564 -0.850116 0.875864  -0.46
C -1.685224 -0.599350 0.707909  -0.65
C -1.853749 0.091305 -0.673008  -0.49
C 2.511843 0.497322 -0.738325  -0.45
N 1.786234 2.713673 0.136933  -0.44
N -0.540405 0.487484 -1.142084  -0.43
Br 3.277283 -1.037372 0.192697  -0.12
H 0.282076 -1.875464 0.743430  0.37
H 0.209378 -0.540258 1.962388  0.22
H -2.275584 -1.479806 0.816633  0.39
H -1.981505 0.155297 1.406261  0.28
H -2.158732 -0.607036 -1.464293  0.28
H -2.380031 1.046112 -0.727614  0.33
H 2.542266 0.287263 -1.769676  0.40

Forces on atoms 1 to 2 (eV/Å):
C 0.73 0.93 -0.98
C 3.30 0.05 -1.73

# 2
Molecular formula: C5H12O3
Method: DFT, ωB97M-V/def2-TZVPD

LUMO level: 0.7 eV
SMILES: C[C@H](O)C(=O)O.CC
highest occupied orbital energy: -0.38855 Ha

Each line ends with the Mulliken charge.
Element x y z (Å)
C 1.272537 -0.383972 0.766939  0.37
C 2.765251 -0.736581 0.727187  -1.40
O 0.486618 -1.490330 1.102938  -0.56
H 0.211507 -1.913121 0.273039  0.36
H 1.096529 0.404565 1.506087  0.33
H -1.092340 1.327823 0.276143  0.13
H 3.056249 -1.130058 1.697888  0.35
H 3.360702 0.143513 0.501919  0.37
H 2.947323 -1.499977 -0.027100  0.32
C -2.057292 0.769256 0.443100  -0.62
C -2.737807 0.334953 -0.844102  -0.85
C 0.846171 0.119219 -0.647353  0.47
O 1.395112 1.291608 -0.976963  -0.45
O 0.386179 -0.649648 -1.458557  -0.58
H 1.275708 1.460446 -1.925505  0.37
H -2.723570 1.376862 1.051958  0.39
H -1.760199 -0.089586 1.041020  0.20
H -3.603752 -0.286489 -0.624119  0.30
H -2.056825 -0.245239 -1.463099  0.25
H -3.068101 1.196757 -1.421419  0.27

Forces on atoms 1 to 2 (eV/Å):
C -0.40 0.63 -0.55
C -0.32 0.13 -0.07

# 3
Molecular formula: C4H5I
Method: DFT, ωB97M-V/def2-TZVPD

LUMO level: 0.4 eV
SMILES: C=C1C[C@H]1I
highest occupied orbital energy: -0.33463 Ha

Each line ends with the Mulliken charge.
Element x y z (Å)
C -0.235762 0.183100 -0.369921  0.18
C -0.908003 1.237998 -0.768957  -0.64
C 1.119076 -0.201837 0.052971  -0.56
C -0.058469 -1.125864 0.502335  -0.42
I -0.855893 -1.083701 2.484185  0.02
H -1.970793 1.133577 -0.732291  0.27
H -0.432819 2.088466 -1.386197  0.23
H 1.823313 -0.826431 -0.390267  0.27
H 1.458477 0.611719 0.708818  0.24
H 0.060872 -2.017026 -0.100677  0.42

Forces on atoms 1 to 2 (eV/Å):
C 1.49 -2.41 0.63
C 0.45 0.33 -1.50

# 4
Molecular formula: C2H3O2S2
Method: DFT, ωB97M-V/def2-TZVPD

LUMO level: 3.6 eV
highest occupied orbital energy: -0.15304 Ha
charge: -1

Each line ends with the Mulliken charge.
Element x y z (Å)
C -0.219926 -0.139604 -0.125153  -0.29
C 0.776817 -0.799034 0.713091  -0.35
O 2.442714 -0.629022 -1.465534  -0.59
O 2.496399 0.564733 0.721413  -0.59
S -1.169356 -1.702279 -0.179063  -0.43
S 2.522526 -0.768707 0.000683  0.45
H -0.796224 0.737979 0.337342  0.23
H 0.352452 0.106487 -1.134497  0.23
H 0.625265 -0.897619 1.829523  0.34

Forces on atoms 1 to 2 (eV/Å):
C 0.86 1.82 -1.04
C -1.61 -0.67 0.12

# 5
Molecular formula: C23H44BrN2O4PTi
Method: DFT, ωB97M-V/def2-TZVPD

LUMO level (spin up / spin down): 0.5 / 0.5 eV
2S+1: 3
highest occupied orbital energy (spin up / spin down): -0.19860 / -0.31194 Ha

Each line ends with the Löwdin spin population.
Element x y z (Å)
Ti 0.222887 0.894673 0.393561  1.41
C -2.422962 1.958370 -1.218490  0.02
C -2.048779 1.877901 0.237676  0.09
C -2.771202 1.127767 1.147779  0.00
C -2.464871 1.133408 2.510698  0.13
C -3.235067 0.302986 3.490003  0.02
C -1.432272 1.963383 2.965833  0.00
C -0.706442 2.760541 2.105076  0.07
C 0.286145 3.756268 2.641441  0.01
C -0.946256 2.676519 0.694772  0.05
H -3.480884 1.743611 -1.357538  0.00
H -1.841743 1.243728 -1.808816  0.01
H -2.219458 2.959479 -1.603209  0.00
H -3.602450 0.524315 0.801973  0.00
H -3.865418 0.929711 4.125576  0.01
H -2.544789 -0.235925 4.137820  0.00
H -3.862338 -0.422829 2.978623  0.00
H -1.238366 2.022473 4.030765  0.00
H 0.017081 4.039932 3.658088  0.00
H 0.300360 4.653851 2.021885  0.00
H 1.293868 3.331342 2.668233  0.00
H -0.649757 3.522527 0.067737  0.01
Br 2.275633 0.718664 1.687879  0.02
C 4.149971 4.110635 -3.463973  0.00
C 4.413727 3.074855 -2.365632  0.00
N 3.283790 2.181881 -2.199386  0.01
C 3.402355 0.895739 -2.864143  0.00
C 4.058634 -0.134896 -1.943460  0.00
C 2.321262 2.395564 -1.248981  0.02
C 2.497447 3.543784 -0.299502  0.01
N 1.233119 1.680986 -1.134702  0.01
H 4.889522 4.904795 -3.422476  0.00
H 3.162657 4.546213 -3.341469  0.00
H 4.201492 3.647649 -4.445840  0.00
H 4.646660 3.576492 -1.427205  0.00
H 5.291611 2.482693 -2.638561  0.00
H 4.004645 1.041961 -3.764795  0.00
H 2.424820 0.526172 -3.190756  0.00
H 5.018058 0.238629 -1.593267  0.00
H 4.222302 -1.069907 -2.469573  0.00
H 3.425232 -0.321073 -1.076913  0.00
H 2.599177 4.485935 -0.834647  0.00
H 3.375567 3.380485 0.323208  0.00
H 1.627602 3.590405 0.351169  0.00
H 1.119726 0.968958 -1.860444  0.00
C 0.698029 -4.993823 0.859177  0.00
C 0.391304 -3.594662 1.401645  0.00
C -0.793463 -3.626776 2.363437  0.00
C 1.624699 -3.014882 2.090891  0.00
O 0.092927 -2.807960 0.234641  0.00
P -0.761134 -1.456992 0.254904  0.01
O -0.558510 -0.645734 1.503910  0.04
O -0.324734 -0.654087 -0.953021  0.02
O -2.310042 -1.873782 0.215968  0.00
C -3.036862 -2.478597 -0.857461  0.00
C -2.281584 -3.665638 -1.448349  0.00
C -4.362320 -2.926031 -0.229196  0.00
C -3.286920 -1.448054 -1.960406  0.00
H 1.013389 -5.648237 1.666765  0.00
H 1.492102 -4.927758 0.119464  0.00
H -0.184484 -5.413341 0.381803  0.00
H -0.535018 -4.210400 3.244137  0.00
H -1.659276 -4.073158 1.878457  0.00
H -1.053862 -2.614906 2.667251  0.00
H 1.927176 -3.658620 2.913087  0.00
H 1.402601 -2.023346 2.476829  0.00
H 2.447706 -2.931228 1.383729  0.00
H -2.133923 -4.440126 -0.699930  0.00
H -1.306768 -3.336506 -1.799708  0.00
H -2.843555 -4.078021 -2.284238  0.00
H -4.184043 -3.667967 0.546670  0.00
H -5.016720 -3.350779 -0.986711  0.00
H -4.859229 -2.074490 0.230467  0.00
H -2.331497 -1.119894 -2.363560  0.00
H -3.817626 -0.589780 -1.556672  0.00
H -3.880656 -1.885074 -2.759998  0.00

Forces on atoms 1 to 2 (eV/Å):
Ti -0.71 0.27 0.76
C 0.09 -0.04 0.04

# 6
Molecular formula: C2H26N2O10
Method: DFT, ωB97M-V/def2-TZVPD

LUMO level: 0.2 eV
SMILES: N/C=C/N.O.O.O.O.O.O.O.O.O.O
highest occupied orbital energy: -0.29330 Ha

Each line ends with the Mulliken charge.
Element x y z (Å)
C -0.395015 -0.578672 0.271946  -0.05
C 0.716586 -1.277360 0.068427  0.12
N 1.479560 -1.672263 1.182295  -0.45
N -1.285193 -0.164690 -0.790759  -0.45
H -0.575396 -0.038446 1.175947  -0.31
H 1.051526 -1.544285 -0.928114  0.35
H 1.308538 -1.177015 2.048574  0.16
H 2.461272 -1.736363 1.038239  0.24
H -0.846102 0.436145 -1.477939  0.11
H -1.827830 -0.937908 -1.170129  0.31
H 0.889056 0.747876 -3.809575  0.37
H 1.390941 2.290539 -3.860699  0.33
O 0.668298 1.670707 -3.730397  -0.64
H -1.185923 -1.280972 3.345574  0.31
H -2.185935 -0.574462 2.299903  0.34
O -1.897058 -1.410496 2.657884  -0.65
H 0.655376 2.962763 1.653632  0.31
H 1.479047 2.688419 0.407028  0.22
O 0.983125 2.250995 1.151832  -0.49
H -1.460904 -2.924553 1.545783  0.46
H -0.063386 -3.476286 1.443354  0.31
O -0.974080 -3.679199 1.156258  -0.74
H -1.815030 -3.658911 -1.865462  0.26
H -1.428642 -2.874718 -0.465710  0.39
O -1.510842 -2.795820 -1.474108  -0.65
H 2.616745 1.752267 -1.088524  0.34
H 2.474887 3.337498 -1.202466  0.34
O 2.908864 2.590884 -0.789088  -0.70
H 0.859564 -1.162712 -4.538128  0.27
H 0.081723 -1.587836 -3.347606  0.29
O 0.668310 -0.884489 -3.666513  -0.65
H -1.890115 1.577812 1.859265  0.31
H -3.300763 1.639181 1.357479  0.33
O -2.817243 1.683702 2.147916  -0.67
H 0.225816 0.570367 4.596524  0.28
H 1.603848 0.184409 4.083282  0.26
O 0.659026 0.148850 3.846118  -0.57
H -0.128037 3.054319 -2.471509  0.34
H 0.067992 2.562600 -1.050866  0.33
O 0.337395 3.288124 -1.609666  -0.65

Forces on atoms 1 to 2 (eV/Å):
C -0.03 1.09 -1.99
C -0.19 0.69 1.13